Formula: C25H23N10O7PS5Ti
Source: the Open Molecules 2025 dataset
Level of theory: ωB97M-V with the def2-TZVPD basis set

Each line ends with the Löwdin charge.
Atoms and positions in Å:
Ti 0.2944 -1.0164 -1.1044  0.823
C 5.5920 -1.3823 -0.0774  -0.019
N 4.3405 -1.8748 -0.6237  -0.098
C 3.9888 -3.1914 -0.7691  -0.036
C 2.7026 -3.2086 -1.2135  -0.100
N 2.2776 -1.9174 -1.3427  -0.086
C 3.2676 -1.1358 -0.9744  -0.495
P 3.2402 0.6797 -1.1038  1.201
C 2.3268 0.5892 -2.7319  -0.408
N 1.1372 0.0222 -2.8769  -0.023
C 0.8074 0.0887 -4.1998  -0.096
C 1.8151 0.7148 -4.8696  -0.047
N 2.7737 1.0206 -3.9316  -0.118
C 4.0245 1.7099 -4.1843  -0.028
C 1.7872 1.4175 -0.3022  -0.503
N 0.5258 1.0460 -0.4265  -0.042
C -0.2265 2.0306 0.1550  -0.107
C 0.6017 3.0006 0.6217  -0.038
N 1.8770 2.6174 0.3101  -0.109
C 3.0925 3.2150 0.8401  -0.024
H 6.1956 -2.2396 0.2068  0.090
H 5.3675 -0.7748 0.7984  0.079
H 6.1298 -0.7926 -0.8195  0.084
H 4.6739 -3.9888 -0.5396  0.120
H 2.0568 -4.0433 -1.4288  0.117
H -0.1244 -0.3059 -4.5680  0.113
H 1.9299 0.9742 -5.9080  0.115
H 4.1125 1.8768 -5.2544  0.087
H 4.8661 1.1081 -3.8466  0.085
H 4.0442 2.6688 -3.6693  0.090
H -1.2949 1.9579 0.2115  0.062
H 0.3954 3.9076 1.1633  0.127
H 2.8051 4.0406 1.4847  0.093
H 3.7268 3.5863 0.0356  0.079
H 3.6185 2.4594 1.4211  0.080
O -2.6143 -5.7895 -0.0288  0.117
C -3.0929 -4.8345 0.7602  -0.499
O -3.8778 -5.0695 1.6460  0.091
C -2.6315 -3.4448 0.4975  -0.040
C -3.0512 -2.3446 1.2274  0.030
N -2.4446 -1.2701 0.7225  0.057
N -1.6769 -1.5834 -0.3180  -0.050
C -1.7814 -2.9024 -0.4752  -0.155
C -0.9794 -3.4876 -1.6076  -0.545
O -0.9956 -4.6999 -1.8035  0.062
O -0.3072 -2.6157 -2.2721  -0.116
H -1.9829 -5.4264 -0.7099  0.060
H -3.7463 -2.2894 2.0478  0.145
H -2.6589 -0.2770 0.8661  0.109
S -5.6086 4.4653 0.8670  0.515
C -4.7128 3.2366 0.1853  -1.124
S -4.2498 3.1398 -1.4856  0.951
C -3.2836 1.6950 -1.1956  -1.188
N -3.3562 1.3293 0.0574  -0.062
N -4.1462 2.1814 0.8059  -0.157
C -4.1618 1.8875 2.2052  -0.218
C -2.9637 1.5587 2.8243  -0.016
C -2.9650 1.2026 4.1650  -0.066
C -4.1551 1.1857 4.8781  -0.093
C -5.3478 1.5156 4.2467  -0.082
C -5.3588 1.8615 2.9049  -0.044
S -2.3693 0.9810 -2.4291  0.482
H -2.0338 1.5681 2.2665  0.102
H -2.0297 0.9365 4.6401  0.111
H -4.1552 0.9083 5.9246  0.098
H -6.2785 1.4944 4.7995  0.101
H -6.2779 2.1157 2.3986  0.092
O 1.4506 0.8832 2.5895  -0.394
S 2.2086 -0.3182 2.2762  0.133
O 2.6512 -1.0986 3.4070  -0.395
O 3.3435 0.0318 1.3721  -0.509
S 0.8920 -1.5863 1.2617  0.430

Atomic forces in eV per Å
Ti -0.572 0.309 0.089
C -0.046 0.064 0.042
N 0.054 0.009 -0.013
C 0.009 -0.088 0.012
C -0.052 -0.011 -0.025
N -0.101 -0.044 -0.032
C 0.087 0.134 0.066
P -0.005 0.129 -0.510
C 0.168 0.007 0.104
N 0.090 -0.050 0.049
C -0.020 0.027 0.010
C -0.045 -0.022 -0.078
N -0.105 -0.009 0.027
C -0.007 -0.004 0.006
C 0.121 0.024 -0.129
N 0.210 0.051 0.022
C 0.034 -0.112 0.057
C -0.103 0.065 0.011
N 0.034 -0.110 0.172
C -0.059 -0.065 -0.064
H 0.028 0.006 0.013
H 0.021 -0.025 0.001
H 0.001 -0.003 -0.002
H -0.001 0.030 0.000
H 0.000 0.020 -0.002
H 0.013 0.015 -0.010
H 0.009 -0.005 0.038
H 0.018 0.009 -0.003
H 0.006 -0.001 -0.004
H 0.005 0.011 -0.006
H -0.008 0.027 -0.040
H 0.019 -0.028 -0.015
H 0.020 0.010 0.014
H -0.001 -0.001 0.002
H 0.007 0.022 0.031
O -0.027 0.052 0.088
C 0.020 0.037 -0.116
O -0.013 -0.031 0.049
C -0.161 -0.146 0.026
C 0.045 -0.002 -0.006
N -0.094 0.054 -0.032
N 0.048 -0.219 0.109
C 0.238 0.092 -0.215
C -0.063 0.297 0.149
O -0.025 -0.092 -0.134
O 0.211 -0.215 0.313
H 0.012 -0.003 -0.044
H 0.010 0.027 -0.002
H 0.003 -0.045 -0.040
S -0.017 -0.065 -0.121
C 0.097 0.013 0.282
S -0.028 0.015 -0.062
C -0.079 -0.005 -0.013
N 0.129 -0.074 -0.137
N -0.072 0.060 0.118
C -0.106 0.034 -0.149
C 0.070 -0.020 0.038
C 0.002 -0.001 -0.004
C -0.015 -0.009 0.024
C 0.037 -0.001 0.019
C -0.002 0.024 0.003
S 0.116 -0.084 -0.062
H -0.050 0.016 0.071
H -0.001 0.004 0.000
H 0.002 -0.001 -0.010
H 0.009 0.000 -0.010
H -0.004 0.006 0.004
O -0.060 -0.060 0.083
S 0.181 0.313 0.016
O -0.029 -0.017 -0.026
O 0.109 -0.155 0.022
S -0.319 -0.190 -0.064

Summary:
* ΔE to the lowest compared entry with this formula, charge and spin: 27.50 kcal per mole
* multiplicity: 2
* LUMO (alpha / beta): 1.8 / 1.8 eV
* HOMO (alpha / beta): -0.1876 / -0.1876 hartree
* electronic energy: -5222.79986 hartree
* net charge: -1

=====

Formula: C25H23N5O5
Source: the Open Molecules 2025 dataset
Level of theory: ωB97M-V with the def2-TZVPD basis set

Each line ends with the natural charge from an NBO analysis.
Atoms and positions in Å:
C -4.4652 -4.3893 -0.2720  -0.254
O -4.9954 -3.3401 0.5028  -0.488
C -4.3648 -2.1379 0.4909  0.307
C -3.2176 -1.8408 -0.2384  -0.251
C -2.6609 -0.5772 -0.1730  -0.183
C -3.2272 0.4209 0.6156  -0.131
C -2.6321 1.7423 0.6850  0.224
N -3.3466 2.8589 0.9848  -0.328
N -2.6067 3.9720 1.0133  -0.287
C -1.3839 3.5616 0.7360  0.410
C -1.3243 2.1751 0.5136  -0.186
C -0.0443 1.4968 0.1659  -0.242
C 0.0547 1.1800 -1.3175  -0.080
C -0.5830 1.9656 -2.2668  -0.205
C -0.4687 1.6851 -3.6166  -0.216
C 0.2855 0.6037 -4.0341  -0.193
C 0.9337 -0.1909 -3.1054  -0.251
C 0.8315 0.1045 -1.7544  0.360
O 1.4443 -0.6807 -0.7901  -0.550
C 2.7635 -1.0033 -0.9621  0.903
O 3.4292 -0.6439 -1.9000  -0.641
N 3.2022 -1.8134 0.0226  -0.446
C 2.4611 -2.1643 1.2146  -0.243
C 3.1109 -1.4932 2.4323  -0.087
O 4.4711 -1.8442 2.5319  -0.527
C 5.1775 -1.4239 1.3815  -0.091
C 4.6197 -2.1008 0.1258  -0.248
C 1.0831 2.4527 0.5336  -0.353
C 2.3668 1.9206 0.6539  0.311
N 3.4162 1.4661 0.7908  -0.388
C 0.8942 3.7880 0.7101  0.591
N 1.8955 4.6666 0.9997  -0.797
O -0.3187 4.4023 0.7057  -0.447
C -4.3801 0.1146 1.3452  -0.168
C -4.9381 -1.1408 1.2848  -0.253
H -5.1238 -5.2400 -0.1045  0.203
H -3.4505 -4.6495 0.0450  0.178
H -4.4613 -4.1393 -1.3376  0.178
H -2.7487 -2.5823 -0.8654  0.216
H -1.7852 -0.3607 -0.7635  0.225
H -4.3399 2.9279 1.1308  0.413
H 0.0674 0.5616 0.7285  0.244
H -1.1780 2.8074 -1.9430  0.219
H -0.9706 2.3112 -4.3387  0.215
H 0.3742 0.3747 -5.0850  0.215
H 1.5325 -1.0293 -3.4220  0.237
H 1.4227 -1.8555 1.1125  0.229
H 2.5080 -3.2534 1.3343  0.194
H 2.6358 -1.8290 3.3558  0.190
H 3.0133 -0.4020 2.3376  0.187
H 6.2192 -1.7043 1.5425  0.191
H 5.0938 -0.3349 1.2690  0.201
H 5.1110 -1.7232 -0.7703  0.247
H 4.7501 -3.1863 0.1972  0.192
H 2.8398 4.3948 0.7868  0.413
H 1.6615 5.6434 0.9456  0.408
H -4.8303 0.8595 1.9847  0.206
H -5.8242 -1.3839 1.8494  0.227

Atomic forces in eV per Å
C 0.105 -0.190 -0.149
O -0.082 0.321 0.183
C 0.021 0.180 0.046
C -0.137 -0.381 -0.008
C -0.112 0.286 0.190
C -0.130 -0.390 -0.058
C 0.418 0.518 0.016
N 0.311 -0.352 -0.161
N 0.597 0.874 0.075
C -1.238 -1.014 0.087
C -0.103 0.185 0.149
C -0.015 -0.059 -0.122
C 0.264 -0.430 0.051
C 0.017 -0.069 -0.089
C -0.045 0.128 0.003
C 0.012 -0.084 0.032
C 0.031 -0.141 0.054
C -0.162 0.327 -0.270
O -0.305 0.078 -0.004
C 0.324 -0.251 -0.111
O -0.010 0.236 -0.170
N -0.129 0.010 0.070
C -0.072 0.114 0.459
C -0.396 -0.020 -0.105
O 0.101 -0.151 0.156
C 0.106 -0.025 -0.353
C 0.338 0.157 0.095
C -1.093 0.275 0.036
C 0.524 -0.019 0.127
N 0.295 0.057 -0.049
C 0.388 -0.075 0.306
N -0.455 0.022 -0.112
O 0.400 0.218 -0.012
C 0.161 -0.071 -0.117
C -0.067 -0.209 -0.089
H 0.080 0.037 -0.045
H -0.035 0.021 -0.019
H 0.012 -0.003 0.046
H 0.017 -0.091 -0.052
H 0.088 0.005 -0.090
H 0.125 0.026 -0.047
H -0.009 0.186 -0.038
H -0.081 0.048 0.044
H -0.045 0.050 -0.068
H 0.015 -0.031 -0.090
H 0.042 -0.039 -0.018
H 0.060 -0.084 0.046
H -0.068 0.072 0.029
H -0.038 0.033 -0.063
H -0.032 -0.173 0.063
H -0.026 0.031 -0.071
H 0.068 -0.137 0.000
H 0.001 -0.097 0.087
H 0.043 0.058 -0.020
H 0.009 0.013 -0.024
H 0.067 -0.003 -0.002
H -0.051 0.051 0.101
H -0.103 -0.026 0.075

Summary:
* ΔE to the lowest compared entry with this formula, charge and spin: 0.00 kcal per mole
* LUMO: 0.5 eV
* HOMO: -0.3044 hartree
* electronic energy: -1616.45592 hartree

=====

Formula: C25H24AlN6O4PS2Se2
Source: the Open Molecules 2025 dataset
Level of theory: ωB97M-V with the def2-TZVPD basis set

Each line ends with the Löwdin charge.
Atoms and positions in Å:
Al -0.9308 -0.1025 0.4168  -0.581
Se 0.8947 -0.1219 1.9703  0.693
P -0.0107 1.2219 3.2129  0.367
Se -1.8497 1.4497 1.9495  0.685
C -0.3331 0.3827 4.8225  -0.368
C 0.7334 -0.0834 5.6049  -0.091
C 0.4858 -0.7196 6.8254  -0.069
C -0.8272 -0.8936 7.2707  -0.075
C -1.8941 -0.4321 6.4951  -0.071
C -1.6491 0.2040 5.2740  -0.096
C 1.0301 2.7427 3.2636  -0.362
C 2.3361 2.6911 3.7723  -0.087
C 3.1234 3.8463 3.8095  -0.067
C 2.6109 5.0584 3.3393  -0.073
C 1.3107 5.1159 2.8304  -0.071
C 0.5216 3.9619 2.7918  -0.095
H 1.7539 0.0386 5.2730  0.091
H 1.3120 -1.0786 7.4254  0.105
H -1.0179 -1.3862 8.2154  0.103
H -2.9111 -0.5672 6.8399  0.104
H -2.4860 0.5563 4.6868  0.069
H 2.7492 1.7614 4.1351  0.093
H 4.1311 3.8015 4.2019  0.106
H 3.2210 5.9519 3.3684  0.103
H 0.9140 6.0546 2.4660  0.104
H -0.4828 4.0241 2.3962  0.073
N 2.8435 -2.4060 -7.0521  0.082
C 2.3052 -2.7115 -5.7917  -0.329
C 1.3711 -3.7450 -5.6595  -0.036
C 0.9161 -4.1411 -4.3985  -0.071
C 1.4221 -3.5150 -3.2584  -0.286
C 2.4059 -2.5293 -3.3710  -0.049
C 2.8595 -2.1492 -4.6367  -0.027
S 0.9099 -4.0426 -1.6247  0.620
O 0.0866 -5.2295 -1.7918  -0.326
O 2.1577 -4.1814 -0.8863  -0.296
N 0.0866 -2.8007 -1.0182  -0.083
C -1.0768 -2.4181 -1.4157  -0.608
S -2.0997 -3.1033 -2.6916  1.075
C -3.3188 -1.9304 -2.3788  -0.376
C -2.8690 -1.1442 -1.3964  -0.272
N -1.6527 -1.3525 -0.8332  -0.011
H 2.1859 -2.5764 -7.8067  0.086
H 3.2331 -1.4693 -7.0919  0.087
H 0.9818 -4.2496 -6.5391  0.108
H 0.1740 -4.9308 -4.3117  0.107
H 2.8245 -2.0713 -2.4776  0.109
H 3.6461 -1.4040 -4.7105  0.109
H -4.2645 -1.8629 -2.8916  0.074
H -3.5119 -0.3345 -1.0600  0.121
O 0.4383 -0.1025 -0.7702  -0.341
O 1.2680 -1.0795 -0.7919  -0.153
N -1.2218 2.2308 -4.3291  0.118
C -1.7074 2.1474 -3.0260  -0.331
C -1.2003 1.2346 -2.1018  0.026
N -1.6479 1.1391 -0.8248  -0.021
C -2.6202 2.0168 -0.4995  -0.223
C -3.1193 2.9351 -1.4077  -0.067
N -2.6750 3.0176 -2.6848  0.141
H -1.2658 1.3364 -4.8038  0.101
H -1.7779 2.9374 -4.8057  0.096
H -0.4036 0.5500 -2.3700  0.139
H -2.9897 1.9655 0.5181  -0.073
H -3.8976 3.6372 -1.1313  0.116
H -1.5346 -1.1480 1.4623  0.076

Atomic forces in eV per Å
Al 1.410 -0.755 -0.794
Se 3.281 -2.403 -0.423
P -1.511 0.503 0.839
Se 0.457 1.624 4.254
C -0.199 0.703 0.420
C -0.405 -0.066 0.285
C -0.354 0.205 -0.406
C 0.005 0.249 -0.457
C 0.583 -0.030 -0.158
C 0.311 -0.067 0.314
C -0.429 0.359 0.462
C -0.083 0.399 -0.084
C -0.549 -0.073 -0.214
C -0.342 -0.389 -0.045
C 0.300 -0.510 0.165
C 0.366 0.070 0.210
H 0.069 -0.028 -0.067
H 0.005 0.013 -0.052
H 0.009 0.008 -0.015
H 0.012 0.011 -0.046
H 0.043 0.046 -0.090
H 0.022 -0.086 -0.019
H -0.033 -0.048 -0.009
H -0.006 -0.016 0.004
H -0.023 -0.040 -0.004
H -0.047 -0.107 0.011
N -0.439 0.343 0.103
C 0.562 -0.730 0.089
C -0.343 0.075 0.443
C 0.194 0.425 -0.192
C -0.198 -0.073 0.017
C 0.061 0.009 -0.489
C -0.446 0.033 0.603
S 1.960 -1.342 -0.693
O 0.001 0.919 0.170
O -1.552 0.431 -0.297
N -0.429 -1.268 0.431
C 0.097 -0.706 -0.178
S 0.479 -0.609 -0.268
C 0.650 -0.190 0.075
C -2.330 1.104 0.169
N -1.471 -1.020 -0.560
H 0.284 0.125 0.108
H -0.103 -0.269 -0.145
H 0.083 0.092 0.017
H 0.178 0.117 0.084
H -0.118 -0.145 -0.192
H -0.079 -0.047 -0.075
H 0.104 -0.091 0.011
H 0.280 -0.164 0.217
O 0.030 1.461 -0.883
O 2.409 -0.302 0.657
N -0.494 -0.039 0.351
C -0.961 0.851 0.343
C 0.047 -0.521 0.562
N -0.927 3.294 -3.143
C -0.362 0.018 -1.006
C 0.497 -0.090 -0.935
N 0.289 -0.590 1.019
H 0.268 0.127 -0.090
H 0.227 -0.257 -0.160
H -0.224 0.165 -0.023
H -0.831 0.448 -1.146
H 0.048 -0.120 0.071
H -0.331 -1.034 0.853

Summary:
* ΔE to the lowest compared entry with this formula, charge and spin: 9.20 kcal per mole
* LUMO (alpha / beta): -0.9 / -2.6 eV
* HOMO (alpha / beta): -0.2807 / -0.2572 hartree
* electronic energy: -7779.41960 hartree